No. 1
Density functional theory data (ωB97M-V/def2-TZVPD) for a molecular structure, C41H66Cl2N7O5PZr.

Atoms and positions in Å:
Zr1 -0.04021 -0.36525 0.93754
C1 -0.12011 -0.22695 4.44414
C2 -1.13451 -1.38865 4.31474
O1 -1.15291 -1.82575 2.97434
C3 -1.96351 -2.95545 2.74084
C4 -2.00831 -3.14255 1.21484
O2 -2.06151 -1.91395 0.51624
C5 -3.29881 -1.21165 0.55204
C6 -3.46581 -0.29165 1.77864
O3 -2.21811 0.32565 1.99884
C7 -2.19161 1.40545 2.90424
C8 -0.69811 1.70265 3.11864
O4 0.04349 0.50455 3.24024
H1 0.86509 -0.65365 4.65314
H2 -0.41851 0.43525 5.26514
H3 -2.15021 -1.06985 4.61224
H4 -0.82851 -2.20935 4.98024
H5 -2.97531 -2.79865 3.15524
H6 -1.53691 -3.85355 3.21534
H7 -2.85261 -3.79035 0.93854
H8 -1.06981 -3.60185 0.88684
H9 -4.14681 -1.90625 0.48154
H10 -3.24211 -0.55325 -0.32526
H11 -3.78281 -0.84715 2.67954
H12 -4.24181 0.45115 1.54454
H13 -2.67621 1.12565 3.85564
H14 -2.71141 2.28325 2.49254
H15 -0.54881 2.34895 3.99394
H16 -0.26991 2.17065 2.21784
O5 1.18379 -1.89865 1.36544
N1 1.38779 -1.89515 2.69414
C9 1.86909 -5.22675 3.49784
C10 2.58409 -5.17585 2.14644
C11 1.60009 -5.00905 0.98414
C12 3.68959 -4.13905 2.10154
C13 4.90189 -4.55485 1.56444
C14 6.01019 -3.73545 1.55804
C15 5.92279 -2.49415 2.15724
C16 4.73339 -2.02605 2.69144
C17 4.75939 -0.66395 3.34604
C18 4.09329 0.39025 2.46514
C19 4.15289 -0.66635 4.74984
C20 3.57979 -2.82985 2.59844
N2 2.41639 -2.33815 3.19554
H17 1.18149 -6.07195 3.51244
H18 1.31209 -4.31505 3.69014
H19 2.59739 -5.35335 4.29694
H20 3.07219 -6.15075 2.01854
H21 1.27519 -3.97375 0.89464
H22 0.73319 -5.65245 1.13894
H23 2.07779 -5.28745 0.04774
H24 4.96729 -5.55315 1.15304
H25 6.93909 -4.06935 1.12224
H26 6.79909 -1.86545 2.21854
H27 5.81569 -0.38435 3.44584
H28 3.03189 0.18085 2.31134
H29 4.57119 0.42655 1.48664
H30 4.17799 1.37175 2.92944
H31 3.09869 -0.92495 4.70084
H32 4.25679 0.32175 5.19474
H33 4.65619 -1.39675 5.38264
N3 -1.24841 0.59985 -0.41616
P1 -1.52201 1.21035 -1.78536
N4 -0.75141 2.68365 -2.12506
C21 -0.82331 3.47685 -3.33726
C22 -0.99781 4.95605 -2.99706
C23 0.26899 5.47095 -2.30626
C24 0.92359 4.34405 -1.49646
C25 -0.14091 3.37405 -0.99766
N5 -1.34071 0.33445 -3.25126
C26 -0.12881 0.32465 -4.03816
C27 -0.50141 -0.00735 -5.48266
C28 -1.11161 -1.40725 -5.51626
C29 -2.32041 -1.46165 -4.58346
C30 -1.92131 -0.98875 -3.18346
N6 -3.23931 1.50345 -1.95346
C31 -3.78461 2.28095 -0.85776
C32 -4.42291 3.57915 -1.34386
C33 -5.64391 3.25025 -2.21116
C34 -5.42891 1.91675 -2.93936
C35 -3.94201 1.70225 -3.21026
H34 -1.64201 3.11015 -3.95576
H35 0.10209 3.37505 -3.92486
H36 -1.85681 5.07335 -2.33396
H37 -1.20021 5.52545 -3.90526
H38 0.01599 6.30895 -1.65426
H39 0.97529 5.84005 -3.05066
H40 1.47839 4.75215 -0.65266
H41 1.63109 3.78775 -2.11286
H42 -0.89401 3.94015 -0.42286
H43 0.28169 2.61505 -0.32766
H44 0.57429 -0.44085 -3.68226
H45 0.36929 1.28675 -3.95536
H46 0.38639 0.03395 -6.11366
H47 -1.22501 0.71985 -5.85586
H48 -0.36621 -2.13155 -5.17716
H49 -1.40541 -1.67745 -6.53316
H50 -2.71421 -2.47985 -4.52536
H51 -3.10781 -0.81535 -4.98066
H52 -1.21141 -1.71505 -2.74976
H53 -2.79421 -0.94815 -2.52586
H54 -2.96451 2.47025 -0.15666
H55 -4.55781 1.70265 -0.31946
H56 -3.68561 4.12665 -1.93086
H57 -4.70821 4.20275 -0.49396
H58 -5.80391 4.05225 -2.93376
H59 -6.54021 3.19055 -1.59136
H60 -5.98091 1.90845 -3.88036
H61 -5.79791 1.08625 -2.33406
H62 -3.57351 2.56795 -3.77856
H63 -3.79951 0.81875 -3.83196
Cl1 1.09129 -1.21785 -1.26666
C36 2.27959 0.08405 -1.23666
C37 3.19439 0.17025 -2.26056
C38 4.11889 1.20395 -2.29166
C39 4.10789 2.15305 -1.27266
C40 3.19329 2.05345 -0.26316
Cl2 3.14799 3.25135 0.98224
C41 2.20059 1.01915 -0.14056
N7 1.36069 0.99445 0.85354
H64 3.20159 -0.57295 -3.04646
H65 4.82969 1.27705 -3.09656
H66 4.81559 2.96775 -1.28076

Computed properties:
E_HOMO in eV: -6.207
Net charge: 0

---

No. 2
Density functional theory data (ωB97M-V/def2-TZVPD) for a molecular structure, C42H32I2IrN4O2P.

Atoms and positions in Å:
Ir1 0.41474 1.10618 0.14174
C1 1.49341 5.03781 -2.72556
C2 0.15581 4.42692 -2.92403
N1 -0.63443 4.83625 -3.88687
C3 -1.86414 4.33081 -4.03476
C4 -2.45656 3.43475 -3.09034
C5 -3.87038 2.93401 -3.28786
O1 -3.98586 1.55508 -2.94553
C6 -1.67976 2.98012 -2.05930
C7 -2.29074 2.25001 -0.95494
N2 -1.72214 1.54071 -0.06143
C8 -2.58584 0.99769 0.96479
C9 -3.87090 0.53974 0.69102
C10 -4.65673 -0.00910 1.69493
C11 -4.17529 -0.10833 2.99217
C12 -2.89976 0.35421 3.28581
C13 -2.13985 0.88733 2.26216
I1 -0.24596 1.65287 2.69991
C14 -0.29047 3.33579 -2.01939
O2 0.53426 2.81785 -1.23685
H1 1.54387 5.99813 -3.23141
H2 2.25602 4.37692 -3.15506
H3 1.72072 5.14837 -1.66582
H4 -2.40020 4.63833 -4.92850
H5 -4.19446 3.13403 -4.30741
H6 -4.53032 3.50840 -2.63085
H7 -4.18190 1.03836 -3.73467
H8 -3.35562 2.41567 -0.84129
H9 -4.24791 0.59594 -0.32373
H10 -5.65655 -0.35685 1.46084
H11 -4.78548 -0.53356 3.77875
H12 -2.51867 0.32021 4.30028
I2 -2.40209 -1.45223 -1.57467
C15 -2.80417 -2.84403 -0.08690
C16 -4.09993 -3.19361 0.13805
C17 -4.39068 -4.33736 0.91157
C18 -3.37507 -5.12665 1.34573
C19 -2.02217 -4.77527 1.11139
C20 -0.97483 -5.64735 1.48458
C21 0.32714 -5.31654 1.26359
C22 0.64894 -4.03125 0.80020
C23 -0.33068 -3.13885 0.43598
P1 0.32784 -1.40861 0.34595
C24 1.47755 -1.20407 -1.04179
C25 2.74310 -1.79331 -1.10966
C26 3.52803 -1.61054 -2.23709
C27 3.08650 -0.81763 -3.30297
C28 1.85865 -0.18877 -3.23243
C29 1.04972 -0.37234 -2.10378
C30 1.25520 -1.44696 1.90712
C31 0.57548 -1.94400 3.02785
C32 1.20492 -1.98975 4.26365
C33 2.50223 -1.50857 4.39980
C34 3.16914 -0.98163 3.29834
C35 2.54802 -0.93919 2.05817
C36 -1.70649 -3.54379 0.46785
H13 -4.90720 -2.62325 -0.30884
H14 -5.42057 -4.61627 1.09045
H15 -3.58683 -6.04719 1.87869
H16 -1.22551 -6.59862 1.94115
H17 1.12370 -6.01083 1.50064
H18 1.69266 -3.74507 0.76356
H19 3.11758 -2.40622 -0.29990
H20 4.48954 -2.10804 -2.30091
H21 3.70467 -0.70494 -4.18667
H22 1.50623 0.41841 -4.05918
H23 0.04994 0.04107 -2.10979
H24 -0.44318 -2.30662 2.92956
H25 0.68403 -2.40097 5.12096
H26 2.99478 -1.54419 5.36474
H27 4.18266 -0.61101 3.41038
H28 3.08281 -0.54535 1.20466
N3 7.61348 3.11460 0.65036
C37 6.50818 2.79562 0.57811
C38 5.12570 2.40439 0.49050
C39 4.26750 2.59726 1.56930
C40 2.95225 2.21540 1.44262
N4 2.46479 1.65455 0.31813
C41 3.29308 1.48151 -0.72183
C42 4.62189 1.83951 -0.67565
H29 4.61869 3.04253 2.49009
H30 2.27820 2.36025 2.26819
H31 2.87414 1.04849 -1.61270
H32 5.26154 1.68267 -1.53396

Computed properties:
E_HOMO (spin up / spin down) in eV: -15.469 / -15.467
Net charge: +3
2S+1: 2

---

No. 3
Density functional theory data (ωB97M-V/def2-TZVPD) for 2 unconnected molecules or ions with the total composition CH6O2.

Atoms and positions in Å:
C1 -1.67566 0.20063 -0.07939
H1 0.04456 -0.21033 -0.11138
H2 -2.76249 -0.35317 -0.26500
H3 -1.86483 0.84899 1.00904
H4 -1.33855 0.77865 -0.99908
H5 2.94322 0.58438 0.75434
H6 2.91313 -1.03111 -0.43965
O1 -0.75671 -0.79369 0.17168
O2 2.49732 -0.02435 -0.04056

Computed properties:
SMILES string: CO.O
E_HOMO in eV: -9.732
Net charge: 0

---

Computed F_max, in the same sequence as the records: 0.07076; 0.04060; 0.11400 hartree/bohr.
Computed energy relative to the best compared isomer or geometry (same formula, charge and spin), in the same sequence as the records: 24.96; 45.53; 59.61 kcal per mole.
Computed E_tot, in the same sequence as the records: -3670.16697; -3029.24661; -192.06320 a.u..